#i
{
  "formula": "C6H17PSi",
  "method": "wB97M-V/def2-TZVPD",
  "gap_ha": [0.2151, 0.2959],
  "spin_multiplicity": 1,
  "e_homo_ev": [-6.739, -8.149],
  "species": ["C", "C", "C", "C", "C", "C", "Si", "P", "H", "H", "H", "H", "H", "H", "H", "H", "H", "H", "H", "H", "H", "H", "H", "H", "H"],
  "coordinates": [[0.040, -1.631, -1.373], [0.080, -1.569, 1.065], [-2.066, -0.937, -0.121], [0.139, 1.962, -1.596], [-0.660, 1.714, 1.478], [-0.535, -0.899, -0.237], [0.128, 0.883, -0.023], [3.662, -0.583, 0.243], [-0.013, -1.036, -2.289], [1.087, -1.752, -1.145], [-0.307, -2.666, -1.454], [1.142, -1.675, 1.088], [-0.335, -2.597, 1.143], [-0.012, -0.838, 1.952], [-2.390, -0.520, 0.902], [-2.436, -0.396, -0.986], [-2.352, -2.027, -0.066], [1.069, 2.311, -1.954], [-0.265, 1.346, -2.341], [-0.633, 2.832, -1.415], [-1.074, 2.717, 1.279], [-1.317, 1.005, 1.940], [0.177, 1.749, 2.183], [4.095, 0.662, -0.041], [4.228, -0.752, 1.467]],
  "lowdin_charge": [-0.13, -0.14, -0.09, -0.21, -0.21, -0.71, 0.77, 0.59, 0.08, 0.04, 0.09, -0.01, 0.09, 0.08, 0.09, 0.07, 0.09, 0.00, -0.02, 0.07, 0.04, 0.00, 0.02, -0.30, -0.28]
}



#ii
{
  "formula": "C6H17PSi",
  "method": "wB97M-V/def2-TZVPD",
  "gap_ha": [0.1968, 0.3208],
  "spin_multiplicity": 1,
  "e_homo_ev": [-6.453, -8.708],
  "species": ["C", "C", "C", "C", "C", "C", "Si", "P", "H", "H", "H", "H", "H", "H", "H", "H", "H", "H", "H", "H", "H", "H", "H", "H", "H"],
  "coordinates": [[-1.087, 1.417, 1.358], [-1.211, 1.366, -1.129], [-2.248, -0.464, 0.206], [0.994, -1.564, 1.566], [0.917, -1.331, -1.638], [-1.063, 0.505, 0.128], [0.582, -0.507, 0.039], [4.588, 0.407, -1.255], [-0.953, 0.849, 2.275], [-0.297, 2.163, 1.296], [-2.042, 1.937, 1.419], [-0.386, 2.070, -1.215], [-2.138, 1.937, -1.086], [-1.235, 0.752, -2.027], [-2.254, -1.148, -0.640], [-2.224, -1.047, 1.124], [-3.184, 0.096, 0.185], [0.212, -2.296, 1.765], [1.921, -2.105, 1.402], [1.120, -0.961, 2.460], [1.097, -0.595, -2.416], [1.804, -1.955, -1.579], [0.083, -1.957, -1.953], [4.162, 1.718, -1.385], [5.701, 0.813, -0.546]],
  "lowdin_charge": [-0.12, -0.12, -0.11, -0.23, -0.25, -0.70, 0.76, 0.56, 0.07, 0.07, 0.08, 0.07, 0.08, 0.07, 0.07, 0.07, 0.08, 0.02, 0.01, 0.01, 0.01, 0.01, 0.02, -0.27, -0.28]
}



Relative to the most stable one, in kcal/mol, the structures come out at #i 21.2; #ii 0.0.



#i
{
  "formula": "C3H10N4O",
  "method": "wB97M-V/def2-TZVPD",
  "gap_ha": 0.3428,
  "spin_multiplicity": 1,
  "e_homo_ev": -8.558,
  "smiles": "[H]/N=N\\C.CC(=O)NN",
  "species": ["H", "N", "N", "C", "H", "H", "H", "C", "C", "O", "N", "N", "H", "H", "H", "H", "H", "H"],
  "coordinates": [[-2.439, 1.764, -1.461], [-1.409, 1.611, -1.528], [-0.923, 1.115, -0.536], [-1.568, 1.034, 1.012], [-1.687, -0.039, 1.142], [-2.566, 1.454, 0.861], [-0.972, 1.489, 1.796], [1.155, -0.407, -1.693], [0.443, -0.690, -0.387], [-0.429, -1.559, -0.220], [1.200, -0.350, 0.767], [1.188, -1.188, 1.900], [1.175, 0.675, -1.844], [0.577, -0.817, -2.518], [2.186, -0.750, -1.665], [2.045, 0.198, 0.679], [1.795, -1.997, 1.762], [0.229, -1.544, 1.934]],
  "lowdin_charge": [0.06, 0.08, -0.12, 0.00, 0.04, 0.05, 0.06, -0.03, -0.57, -0.01, -0.07, 0.01, 0.07, 0.08, 0.08, 0.13, 0.08, 0.07]
}



#ii
{
  "formula": "C3H10N4O",
  "method": "wB97M-V/def2-TZVPD",
  "gap_ha": 0.2885,
  "spin_multiplicity": 1,
  "e_homo_ev": -7.002,
  "species": ["C", "C", "N", "C", "N", "N", "O", "N", "H", "H", "H", "H", "H", "H", "H", "H", "H", "H"],
  "coordinates": [[0.965, 1.006, -1.568], [-1.083, -0.437, 1.811], [-0.463, 1.080, -0.074], [-0.172, -0.001, 0.683], [0.951, -2.037, 0.520], [0.464, 0.141, -2.495], [-1.002, 2.151, 0.725], [0.910, -0.656, 0.316], [-1.638, 2.556, 0.122], [1.792, -2.261, 1.043], [0.149, -2.441, 1.000], [0.604, -0.840, -2.274], [-0.247, 0.528, -3.102], [0.752, 2.049, -1.740], [1.973, 0.814, -1.234], [-0.503, -0.832, 2.649], [-1.765, -1.221, 1.466], [-1.686, 0.401, 2.153]],
  "lowdin_charge": [-0.08, -0.03, -0.06, -0.46, -0.02, 0.05, -0.08, -0.08, 0.08, 0.07, 0.05, 0.10, 0.10, 0.08, 0.08, 0.08, 0.08, 0.06]
}



Relative to the most stable one, in kcal/mol, the structures come out at #i 0.0; #ii 27.1.



#i
{
  "formula": "C3H2O3",
  "method": "wB97M-V/def2-TZVPD",
  "gap_ha": 0.3493,
  "spin_multiplicity": 1,
  "e_homo_ev": -9.986,
  "smiles": "O=CC(=O)C=O",
  "species": ["O", "C", "C", "O", "C", "O", "H", "H"],
  "coordinates": [[1.741, -0.995, -0.952], [0.956, -0.983, -0.038], [-0.390, -0.268, -0.210], [-1.315, -0.845, -0.735], [-0.595, 1.184, 0.231], [-0.715, 1.469, 1.395], [1.141, -1.519, 0.912], [-0.716, 1.918, -0.592]],
  "lowdin_charge": [0.10, -0.15, -0.29, 0.14, -0.16, 0.09, 0.14, 0.14]
}



#ii
{
  "formula": "C3H2O3",
  "method": "wB97M-V/def2-TZVPD",
  "gap_ha": 0.3367,
  "spin_multiplicity": 1,
  "e_homo_ev": -9.636,
  "species": ["O", "C", "C", "O", "C", "O", "H", "H"],
  "coordinates": [[-2.559, 0.818, 0.216], [-1.444, 0.726, 0.679], [-0.428, -0.186, 0.141], [0.477, 0.359, -0.611], [1.443, -0.722, -0.659], [2.471, -0.621, -0.089], [-1.139, 1.188, 1.646], [1.030, -1.558, -1.230]],
  "lowdin_charge": [0.05, -0.27, 0.03, 0.03, -0.27, 0.15, 0.13, 0.15]
}



Relative to the most stable one, in kcal/mol, the structures come out at #i 0.0; #ii 43.8.



#i
{
  "formula": "C21H37MgN4O8P2S2",
  "method": "wB97M-V/def2-TZVPD",
  "total_charge": -1,
  "gap_ha": 0.2116,
  "spin_multiplicity": 1,
  "e_homo_ev": -3.720,
  "species": ["Mg", "S", "C", "C", "N", "C", "S", "C", "N", "C", "C", "C", "O", "P", "O", "C", "P", "O", "O", "C", "C", "C", "O", "C", "C", "C", "O", "C", "C", "C", "H", "H", "H", "H", "H", "H", "H", "H", "H", "H", "H", "H", "H", "H", "H", "H", "H", "H", "H", "H", "H", "H", "H", "H", "H", "H", "H", "H", "H", "H", "C", "C", "N", "O", "C", "C", "N", "O", "H", "H", "H", "H", "H", "H", "H"],
  "coordinates": [[-0.480, 0.351, -2.036], [-1.386, 2.446, -0.456], [-0.900, 3.785, -1.458], [-0.719, 5.022, -0.771], [-0.583, 5.975, -0.133], [-0.662, 3.685, -2.801], [-0.786, 2.241, -3.734], [-0.287, 4.882, -3.503], [0.020, 5.828, -4.083], [4.297, -1.075, 1.815], [3.257, -0.771, 0.755], [2.830, -1.991, -0.031], [2.097, -0.244, 1.448], [1.161, 0.853, 0.742], [1.244, 0.694, -0.730], [-0.350, 0.418, 1.631], [-1.237, -0.969, 0.874], [-1.057, -0.980, -0.582], [-0.615, -2.271, 1.515], [-0.780, -2.575, 2.920], [0.603, -2.817, 3.489], [-1.703, -3.768, 3.035], [-2.694, -0.981, 1.413], [-3.944, -0.355, 0.925], [-4.033, -0.333, -0.582], [-4.070, 1.008, 1.569], [1.702, 2.254, 1.175], [1.690, 2.970, 2.439], [0.348, 3.608, 2.718], [2.207, 2.110, 3.575], [5.198, -1.480, 1.354], [3.916, -1.812, 2.522], [4.568, -0.176, 2.365], [3.631, 0.000, 0.076], [2.426, -2.746, 0.643], [3.687, -2.414, -0.556], [2.072, -1.732, -0.768], [-1.010, 1.277, 1.719], [-0.009, 0.096, 2.620], [-1.243, -1.713, 3.414], [1.060, -3.680, 3.003], [0.545, -3.013, 4.559], [1.245, -1.955, 3.319], [-1.281, -4.620, 2.503], [-2.677, -3.540, 2.611], [-1.832, -4.045, 4.082], [-4.690, -1.040, 1.339], [-3.404, 0.448, -1.007], [-5.064, -0.103, -0.853], [-3.760, -1.278, -1.044], [-3.372, 1.719, 1.126], [-3.909, 0.943, 2.645], [-5.078, 1.386, 1.398], [2.418, 3.762, 2.240], [-0.399, 2.877, 3.018], [-0.024, 4.145, 1.849], [0.469, 4.315, 3.540], [1.495, 1.338, 3.865], [2.368, 2.748, 4.445], [3.148, 1.629, 3.317], [1.691, -1.331, -5.500], [0.766, -1.043, -4.358], [1.132, -0.438, -3.288], [2.465, -0.008, -3.249], [-0.632, -1.445, -4.442], [-1.185, -2.316, -5.520], [-1.404, -1.014, -3.474], [-2.622, -1.396, -3.440], [2.704, -1.003, -5.289], [1.329, -0.822, -6.395], [1.689, -2.400, -5.717], [2.463, 0.506, -2.429], [-0.498, -2.426, -6.356], [-2.123, -1.891, -5.882], [-1.438, -3.313, -5.144]],
  "lowdin_charge": [0.39, 0.65, -0.73, -0.32, 0.12, -0.79, 0.60, -0.31, 0.13, -0.04, -0.44, -0.03, -0.21, 0.49, -0.31, -0.25, 0.47, -0.26, -0.16, -0.46, -0.04, -0.04, -0.17, -0.38, -0.05, -0.06, -0.15, -0.40, -0.04, -0.05, 0.08, 0.08, 0.07, 0.14, 0.08, 0.09, 0.07, 0.01, 0.07, 0.13, 0.09, 0.08, 0.06, 0.09, 0.08, 0.08, 0.14, 0.05, 0.09, 0.08, 0.02, 0.08, 0.09, 0.15, 0.07, 0.05, 0.09, 0.07, 0.09, 0.07, -0.01, -0.29, -0.06, -0.06, -0.32, -0.05, -0.18, -0.16, 0.07, 0.09, 0.08, 0.06, 0.06, 0.07, 0.08]
}



#ii
{
  "formula": "C21H37MgN4O8P2S2",
  "method": "wB97M-V/def2-TZVPD",
  "total_charge": -1,
  "gap_ha": 0.2095,
  "spin_multiplicity": 1,
  "e_homo_ev": -3.642,
  "species": ["Mg", "S", "C", "C", "N", "C", "S", "C", "N", "C", "C", "C", "O", "P", "O", "C", "P", "O", "O", "C", "C", "C", "O", "C", "C", "C", "O", "C", "C", "C", "H", "H", "H", "H", "H", "H", "H", "H", "H", "H", "H", "H", "H", "H", "H", "H", "H", "H", "H", "H", "H", "H", "H", "H", "H", "H", "H", "H", "H", "H", "C", "C", "N", "O", "C", "C", "N", "O", "H", "H", "H", "H", "H", "H", "H"],
  "coordinates": [[-0.021, 0.288, 0.741], [-0.188, 0.954, 3.222], [-1.726, 0.139, 3.416], [-2.663, 0.828, 4.249], [-3.387, 1.447, 4.901], [-2.109, -1.008, 2.774], [-1.170, -1.880, 1.615], [-3.426, -1.515, 3.050], [-4.478, -1.942, 3.245], [3.377, 1.451, -1.999], [2.608, 2.415, -2.884], [1.825, 1.731, -3.985], [1.762, 3.261, -2.055], [0.636, 2.954, -1.001], [0.991, 2.068, 0.124], [-0.791, 2.325, -1.882], [-2.207, 1.950, -0.864], [-1.861, 1.001, 0.211], [-2.769, 3.342, -0.382], [-3.430, 3.588, 0.927], [-4.371, 2.470, 1.318], [-2.357, 3.865, 1.953], [-3.291, 1.318, -1.818], [-3.765, 2.000, -3.000], [-3.286, 1.216, -4.205], [-5.273, 2.091, -2.899], [0.309, 4.411, -0.479], [0.147, 5.540, -1.371], [1.415, 6.365, -1.328], [-1.076, 6.307, -0.912], [4.200, 1.025, -2.576], [2.734, 0.638, -1.654], [3.790, 1.963, -1.133], [3.291, 3.152, -3.316], [1.204, 0.928, -3.583], [2.531, 1.283, -4.687], [1.215, 2.449, -4.534], [-0.503, 1.319, -2.273], [-1.059, 2.995, -2.704], [-4.004, 4.493, 0.705], [-3.846, 1.523, 1.424], [-5.187, 2.356, 0.603], [-4.794, 2.704, 2.296], [-1.786, 2.967, 2.187], [-2.820, 4.214, 2.877], [-1.668, 4.629, 1.591], [-3.342, 3.013, -3.012], [-3.722, 0.217, -4.192], [-2.203, 1.105, -4.192], [-3.580, 1.716, -5.129], [-5.703, 1.092, -2.836], [-5.681, 2.592, -3.779], [-5.567, 2.651, -2.013], [-0.010, 5.161, -2.387], [1.601, 6.702, -0.309], [1.313, 7.243, -1.968], [2.268, 5.781, -1.665], [-0.935, 6.657, 0.111], [-1.959, 5.675, -0.940], [-1.234, 7.176, -1.553], [3.323, -2.590, 0.499], [2.260, -1.566, 0.255], [1.830, -0.774, 1.154], [2.371, -0.912, 2.410], [1.612, -1.468, -1.071], [2.080, -2.315, -2.214], [0.638, -0.623, -1.185], [0.080, -0.460, -2.359], [3.958, -2.294, 1.331], [3.929, -2.743, -0.391], [2.858, -3.545, 0.756], [1.682, -0.476, 2.958], [3.029, -1.964, -2.632], [1.328, -2.272, -2.999], [2.229, -3.350, -1.903]],
  "lowdin_charge": [0.30, 0.59, -0.76, -0.33, 0.13, -0.79, 0.59, -0.31, 0.13, -0.03, -0.40, -0.04, -0.18, 0.49, -0.26, -0.21, 0.49, -0.27, -0.19, -0.38, -0.04, -0.03, -0.15, -0.46, -0.03, -0.04, -0.16, -0.45, -0.04, -0.04, 0.09, 0.06, 0.09, 0.14, 0.06, 0.09, 0.08, 0.05, 0.09, 0.13, 0.07, 0.08, 0.09, 0.04, 0.09, 0.07, 0.13, 0.09, 0.08, 0.08, 0.09, 0.08, 0.08, 0.13, 0.09, 0.08, 0.07, 0.09, 0.07, 0.08, -0.01, -0.29, -0.07, -0.06, -0.32, -0.04, -0.13, -0.24, 0.08, 0.07, 0.10, 0.00, 0.08, 0.07, 0.07]
}



Relative to the most stable one, in kcal/mol, the structures come out at #i 16.3; #ii 0.0.